# 1
Density functional theory data (wB97M-V/def2-TZVPD) for 7 unconnected molecules or ions with the total composition C59H72N7O12S in a non-equilibrium geometry.

ORCA input file:
```
! RIJCOSX wB97M-V def2-TZVPD def2/J DEFGRID3
* xyz 1 1
C -5.47 0.84 -4.20
C -4.83 1.48 -5.53
C -3.27 1.17 -5.74
C -2.64 0.22 -4.58
C -1.16 -0.20 -5.04
C -0.12 -0.26 -3.80
C -0.76 -0.99 -2.49
C 0.42 -1.09 -1.41
C 0.24 -2.24 -0.30
C -1.25 -2.79 -0.12
C -2.27 -1.76 0.58
C -1.70 -1.01 1.88
C -1.39 0.55 1.66
C -2.61 1.35 0.99
C -2.81 2.85 1.51
C -4.14 3.11 2.35
C -5.33 2.14 2.50
N -6.51 2.43 3.31
C -6.67 3.67 4.02
C -5.57 4.75 3.94
C -4.27 4.49 3.10
C -3.16 5.63 3.10
S -2.66 6.22 1.41
C -0.99 7.05 1.75
C 0.18 5.99 2.04
H -6.51 1.33 -4.06
H -5.65 -0.29 -4.26
H -4.89 1.05 -3.24
H -4.97 2.61 -5.49
H -5.43 1.10 -6.44
H -2.64 2.14 -5.70
H -3.08 0.73 -6.78
H -2.64 0.84 -3.62
H -3.24 -0.76 -4.47
H -0.78 0.63 -5.74
H -1.15 -1.19 -5.63
H 0.29 0.77 -3.51
H 0.74 -0.95 -4.15
H -1.15 -2.00 -2.87
H -1.65 -0.35 -2.10
H 0.64 -0.06 -0.93
H 1.38 -1.36 -2.01
H 0.67 -1.84 0.68
H 0.90 -3.13 -0.62
H -1.19 -3.73 0.55
H -1.69 -3.17 -1.12
H -3.18 -2.39 0.95
H -2.68 -1.08 -0.24
H -2.48 -1.08 2.73
H -0.79 -1.60 2.27
H -0.51 0.59 0.91
H -0.98 1.07 2.61
H -3.53 0.68 1.05
H -2.36 1.43 -0.14
H -1.89 3.26 2.08
H -2.89 3.53 0.57
H -5.34 1.14 1.96
H -7.26 1.71 3.37
H -7.59 3.85 4.65
H -5.74 5.72 4.51
H -3.63 6.54 3.65
H -2.23 5.36 3.72
H -0.69 7.77 0.92
H -1.15 7.63 2.73
H 0.83 5.75 1.12
H 0.91 6.51 2.78
H -0.16 5.03 2.57
C 3.77 0.47 4.81
C 4.50 -0.67 5.09
C 4.24 -1.85 4.40
C 3.25 -1.87 3.43
C 2.50 -0.73 3.15
C 2.76 0.45 3.84
N 2.99 -3.10 2.68
O 3.65 -4.09 2.96
O 2.13 -3.07 1.81
H 3.97 1.39 5.35
H 5.28 -0.65 5.85
H 4.82 -2.74 4.63
H 1.72 -0.73 2.39
H 2.19 1.34 3.63
C 3.81 5.33 -6.43
C 2.60 5.08 -7.07
C 1.62 4.34 -6.44
C 1.85 3.84 -5.16
C 3.06 4.08 -4.51
C 4.04 4.83 -5.15
N 0.80 3.08 -4.48
O -0.24 2.87 -5.08
O 1.03 2.69 -3.34
H 4.58 5.92 -6.92
H 2.43 5.48 -8.07
H 0.68 4.15 -6.95
H 3.25 3.69 -3.51
H 4.99 5.02 -4.65
C -8.31 -4.17 -7.80
C -7.76 -3.47 -8.87
C -6.65 -2.65 -8.66
C -6.11 -2.55 -7.38
C -6.66 -3.24 -6.31
C -7.77 -4.06 -6.52
N -4.93 -1.71 -7.17
O -4.48 -1.10 -8.13
O -4.45 -1.67 -6.04
H -9.17 -4.81 -7.97
H -8.19 -3.56 -9.86
H -6.23 -2.10 -9.50
H -6.24 -3.17 -5.31
H -8.20 -4.61 -5.70
C 8.42 -5.49 2.92
C 9.54 -5.24 3.71
C 9.99 -3.94 3.89
C 9.30 -2.89 3.29
C 8.18 -3.13 2.50
C 7.74 -4.44 2.31
N 9.74 -1.51 3.51
O 10.74 -1.33 4.19
O 9.09 -0.61 2.99
H 8.07 -6.51 2.78
H 10.07 -6.07 4.17
H 10.86 -3.76 4.51
H 7.64 -2.32 2.02
H 6.87 -4.64 1.70
C -4.61 -5.42 1.19
C -4.72 -5.81 -0.14
C -5.97 -5.88 -0.75
C -7.10 -5.56 -0.01
C -7.01 -5.18 1.33
C -5.76 -5.11 1.93
N -8.42 -5.61 -0.66
O -8.47 -5.97 -1.82
O -9.39 -5.29 0.01
H -3.64 -5.36 1.66
H -3.82 -6.05 -0.70
H -6.03 -6.18 -1.79
H -7.89 -4.93 1.91
H -5.67 -4.81 2.97
C 10.88 2.31 5.86
C 10.19 1.14 6.14
C 9.51 1.00 7.35
C 9.52 2.05 8.27
C 10.21 3.23 7.99
C 10.90 3.36 6.79
N 8.78 1.92 9.52
O 8.20 0.86 9.74
O 8.79 2.87 10.29
H 11.41 2.42 4.92
H 10.19 0.33 5.42
H 8.98 0.07 7.56
H 10.23 4.05 8.70
H 11.43 4.27 6.57
*
```

## Properties
E_LUMO, eV: -4.5
Frontier orbital gap, eV: 6.4
HOMO level, eV: -10.90
Largest force on an atom, eV/A: 4.1

Löwdin atomic charge list, values in e, 8 entries:
1. C -0.15
2. C -0.24
3. C -0.21
4. C -0.23
5. C -0.20
6. C -0.20
7. C -0.21
8. C -0.19

---

# 2
Density functional theory data (wB97M-V/def2-TZVPD) for a molecular structure, C4H5CdO6 in a non-equilibrium geometry.

ORCA input file:
```
! RIJCOSX wB97M-V def2-TZVPD def2/J DEFGRID3
* xyz 1 1
C 1.13 -0.04 -0.22
C -0.04 -0.83 -0.77
O -1.14 -0.69 0.16
O 0.73 0.91 0.75
H 1.58 0.51 -1.06
H 1.88 -0.74 0.19
H 0.22 -1.89 -0.86
H -0.35 -0.43 -1.74
H -0.21 0.69 1.00
C -2.32 -1.15 -0.20
O -3.23 -1.22 0.68
O -2.49 -1.70 -1.33
Cd -4.28 -2.29 -0.74
O 3.73 2.39 0.92
O 2.02 3.60 1.88
C 2.77 2.87 1.36
*
```

## Properties
E_LUMO, eV: -8.0
Frontier orbital gap, eV: 5.3
HOMO level, eV: -13.31
ΔE to the lowest compared entry with this formula, charge and spin, kcal/mol: 0.0
Largest force on an atom, eV/A: 3.8

Löwdin atomic charge list, values in e, 8 entries:
1. C -0.21
2. C -0.10
3. O 0.04
4. O -0.06
5. H 0.13
6. H 0.13
7. H 0.15
8. H 0.14